No. 1
C19H26N4PbSSb2Se4 as an isolated structure at a distorted geometry. Source: OMol25; level of theory: ωB97M-V with the def2-TZVPD basis set.

The geometry in XYZ format:
```
57
Properties=species:S:1:pos:R:3:mulliken_charge:R:1
Pb 9.95168 11.89762 11.01738 0.96
N 13.49844 10.03147 13.65999 -0.49
C 12.65173 10.26476 12.61282 0.33
S 10.97875 9.78745 12.96006 -0.43
N 13.19256 10.77244 11.50134 -0.97
N 12.40507 11.13652 10.49408 0.40
C 12.80976 10.85265 9.24674 -0.37
C 14.00220 10.03323 9.00775 0.27
C 15.22659 10.24358 9.63421 0.11
C 16.28337 9.37075 9.45742 -0.76
C 16.11578 8.24586 8.67444 -0.27
C 14.89777 7.95978 8.05281 -0.85
C 13.85853 8.87383 8.22961 -0.07
C 11.84529 11.20996 8.23498 0.25
C 12.11104 10.96186 6.86637 -0.57
C 11.09109 10.94483 5.94636 -0.44
C 9.80823 11.37220 6.39868 -0.86
C 9.63357 11.81215 7.70314 0.37
N 10.64260 11.76475 8.57960 0.11
H 13.05481 9.79780 14.57050 0.23
H 14.33033 10.56487 13.74736 0.24
H 15.34251 11.11923 10.25320 0.44
H 17.24044 9.51137 9.95460 0.36
H 16.96628 7.57777 8.53096 0.34
H 14.78087 7.06108 7.38419 0.30
H 12.85803 8.62311 7.81459 0.42
H 13.14207 10.75233 6.55573 0.51
H 11.21718 10.55769 4.89756 0.33
H 8.94657 11.44829 5.74375 0.43
H 8.70816 12.22582 7.97871 0.11
Se 6.76534 14.50677 7.80026 -0.76
Sb 7.15659 13.97884 10.16112 0.67
Se 7.14341 11.50050 10.45136 -0.57
Se 9.48650 14.59679 10.90107 -0.72
Se 5.58670 15.03157 11.64414 -0.75
C 12.28646 6.64597 11.55322 -0.59
C 10.81026 6.40403 11.65527 -0.91
Sb 9.75761 8.01952 10.65794 0.52
C 7.91470 7.81142 11.85068 -0.63
C 7.14600 6.51049 11.70035 -1.00
C 8.97734 6.99150 8.86813 -0.78
C 9.75791 5.75709 8.48370 -0.94
H 12.90024 5.90063 12.07172 0.38
H 12.61228 7.60993 11.94380 -0.05
H 12.61659 6.62379 10.48906 0.19
H 10.42322 6.40564 12.67794 0.36
H 10.47044 5.46852 11.13302 0.36
H 7.39137 8.69750 11.50044 0.14
H 8.25122 8.03362 12.86664 0.40
H 6.98509 6.33292 10.67518 0.26
H 6.15416 6.59621 12.17183 0.38
H 7.65009 5.64180 12.14751 0.23
H 9.08170 7.73887 8.03364 0.34
H 7.90124 6.71574 9.05755 0.28
H 10.81491 5.97800 8.26907 0.16
H 9.41363 5.20923 7.56816 0.34
H 9.72134 4.91085 9.23695 0.26
```

* E_tot: -11635.97985 a.u.
* ΔE to the lowest compared entry with this formula, charge and spin: 30.8 kJ/mol
* HOMO-LUMO gap: 5.06 eV
* net charge: -2

=====

No. 2
A 19-piece molecular cluster, C50H138O43S19 overall at a distorted geometry. Source: OMol25; level of theory: ωB97M-V with the def2-TZVPD basis set.

The geometry in XYZ format:
```
250
Properties=species:S:1:pos:R:3:mulliken_charge:R:1
O -7.56418 4.02644 -1.82754 -0.70
S -6.46051 4.55808 -2.62959 0.97
O -5.18421 3.84684 -2.86084 -0.33
O -7.09751 4.96031 -4.11649 -0.29
C -8.25436 5.68449 -4.31133 -0.40
C -8.11154 7.04852 -4.85715 -1.06
C -6.10493 6.23677 -1.99363 -0.35
H -9.03816 5.62683 -3.55606 0.39
H -8.70384 5.02825 -5.05659 0.36
H -7.61598 7.76822 -4.20558 0.29
H -9.11827 7.40618 -5.07323 0.37
H -7.35622 7.12329 -5.63944 0.28
H -5.32481 6.15282 -1.23701 -0.31
H -7.02141 6.55784 -1.49857 0.47
H -5.76231 6.92066 -2.77016 0.21
O 0.56788 5.42234 -3.67856 -0.49
S 1.10132 4.26090 -2.95961 0.57
O 0.71710 4.12607 -1.57386 -0.24
O 0.71347 2.84750 -3.76356 -0.30
C 0.74963 1.65333 -3.01659 1.65
C 0.30933 0.54411 -3.98493 -1.18
C 2.96772 4.22694 -3.14519 -1.07
H 0.14885 1.74469 -2.11171 -1.07
H 1.75730 1.47027 -2.64349 0.18
H 0.82772 0.57765 -4.94319 0.51
H -0.73114 0.59159 -4.30628 0.17
H 0.59839 -0.37467 -3.47466 0.02
H 3.38449 3.46092 -2.49125 0.22
H 3.38137 5.19592 -2.86576 0.42
H 3.02835 4.11566 -4.22780 0.39
O -3.89431 6.33851 -5.21652 -0.63
S -3.80970 5.38278 -6.29247 1.27
O -4.98930 5.10667 -7.11953 -0.65
O -2.52127 5.81159 -7.21919 -0.42
C -1.21659 5.97043 -6.54321 -0.33
C -0.26158 4.78363 -6.67439 -0.87
C -3.21686 3.80100 -5.55442 -0.71
H -1.24013 6.25233 -5.49056 0.31
H -0.70966 6.76188 -7.09523 0.40
H -0.60253 3.76650 -6.48126 0.20
H 0.67426 4.71708 -6.11954 0.18
H -0.01937 4.68890 -7.73291 0.41
H -2.93181 3.14516 -6.37704 0.53
H -4.01798 3.27204 -5.03816 0.26
H -2.40430 4.10072 -4.89258 0.04
O -5.58450 -9.76151 -2.98632 -0.61
S -4.29162 -9.53752 -2.42924 1.11
O -3.08021 -9.48935 -3.21372 -0.57
O -4.33925 -8.13821 -1.55335 -0.21
C -4.42834 -6.91308 -2.30101 -0.53
C -4.31074 -5.71704 -1.24567 -0.27
C -3.88891 -10.67682 -1.03011 -0.88
H -5.37099 -6.93108 -2.84800 0.42
H -3.61020 -6.91680 -3.02124 0.35
H -3.42405 -5.72825 -0.61185 -0.14
H -5.14758 -5.84764 -0.55956 0.36
H -4.11763 -4.76295 -1.73611 0.04
H -4.53611 -10.46362 -0.17935 0.32
H -2.80340 -10.58606 -0.99090 0.24
H -4.07512 -11.71673 -1.29848 0.38
O -3.03176 8.50970 5.01773 -0.55
S -2.09622 9.30953 4.25857 1.14
O -2.66984 10.20697 3.25498 -0.64
O -1.19672 10.31294 5.32948 -0.39
C -0.82327 9.63516 6.55822 -0.30
C -1.74054 10.30477 7.66295 -1.09
C -0.73240 8.33114 3.61242 -0.74
H 0.21400 9.82575 6.83362 0.44
H -0.92520 8.56045 6.70888 0.27
H -2.74951 9.89708 7.60078 0.26
H -1.74432 11.36779 7.42200 0.28
H -1.34580 10.06483 8.65023 0.39
H -0.54018 7.53484 4.33149 0.25
H 0.21397 8.84250 3.43636 0.48
H -1.07323 7.88661 2.67736 0.18
O 6.19949 1.67403 0.10886 -0.39
S 6.52380 0.23648 0.13770 0.78
O 7.22454 -0.41613 1.24686 -0.55
O 5.12247 -0.67830 -0.12571 -0.02
C 4.22471 -0.23002 -1.16833 0.13
C 3.78872 -1.45065 -2.09086 -1.17
C 7.58400 -0.19452 -1.27688 -0.91
H 4.66267 0.51717 -1.83014 0.39
H 3.32381 0.19309 -0.72398 -0.18
H 4.63638 -1.96043 -2.54878 0.46
H 3.26760 -1.11212 -2.98637 0.41
H 3.32940 -2.24470 -1.50213 0.14
H 7.17687 0.26249 -2.17881 0.29
H 7.48123 -1.27460 -1.38161 0.26
H 8.62670 0.10511 -1.17146 0.39
O 0.97752 -4.84823 2.22216 -0.33
S 0.33788 -5.18346 3.52575 1.01
O 0.07788 -4.12609 4.43265 -0.56
O -1.09908 -5.95866 3.27275 -0.42
C -2.04824 -5.51205 2.37263 0.85
C -3.40309 -5.29838 2.90096 -1.31
C 1.21163 -6.66040 4.33782 -1.04
H -2.15905 -6.33317 1.66441 0.05
H -1.78769 -4.59448 1.84511 -0.09
H -3.39721 -4.37157 3.47461 0.29
H -3.71622 -6.04559 3.63015 0.39
H -4.20249 -5.25056 2.16152 0.19
H 1.25932 -7.49907 3.64324 0.32
H 0.51241 -7.02096 5.09227 0.39
H 2.15385 -6.38818 4.81342 0.35
O 9.03595 -4.48255 5.64836 -0.58
S 7.92932 -3.65634 5.27420 1.21
O 8.27848 -2.24392 5.03324 -0.60
O 7.01317 -4.36574 3.94124 -0.52
C 6.11266 -3.45377 3.24135 0.22
C 5.68777 -3.84172 1.85386 -1.21
C 6.70088 -3.78367 6.67867 -0.83
H 6.56355 -2.46214 3.20314 0.38
H 5.19530 -3.33802 3.81854 0.12
H 4.71444 -3.50775 1.49443 0.40
H 5.68221 -4.93143 1.87861 0.27
H 6.37877 -3.68178 1.02618 0.22
H 5.71733 -3.87616 6.21804 0.21
H 6.86129 -2.76582 7.03413 0.35
H 7.02173 -4.57737 7.35335 0.35
O -2.90135 5.68779 2.98679 -0.37
S -4.14590 5.52702 2.25617 0.89
O -5.29894 6.35657 2.54751 -0.65
O -3.97661 5.29916 0.63866 -0.33
C -2.63831 5.21665 0.12171 1.42
C -2.65707 6.13221 -1.13091 -1.78
C -4.78801 3.84565 2.74274 -0.84
H -2.43135 4.21956 -0.26697 -0.61
H -1.87799 5.68089 0.74979 0.22
H -3.02125 5.63591 -2.03044 0.32
H -1.60907 6.35948 -1.32619 0.40
H -3.20785 7.07062 -1.06659 0.42
H -3.87382 3.26511 2.61892 -0.03
H -5.45126 3.56484 1.92461 0.38
H -5.21321 4.10492 3.71232 0.47
O -0.11041 -0.84629 2.23922 -0.23
S -0.64323 -0.91543 0.87785 0.13
O -2.02270 -0.81202 0.51126 -0.22
O 0.21785 0.25765 -0.04063 0.42
C 0.45296 1.51141 0.67298 -0.64
C -0.86073 2.42653 0.67685 0.48
C 0.07221 -2.41894 -0.03875 0.81
H 1.23954 2.06647 0.16181 0.25
H 0.72772 1.40680 1.72259 0.13
H -1.65714 1.91597 1.21829 -0.14
H -1.17569 2.50180 -0.36394 -0.32
H -0.68144 3.44426 1.02351 0.13
H 1.10104 -2.16642 -0.29538 -0.08
H -0.55629 -2.54409 -0.92047 -0.27
H 0.09084 -3.22996 0.68926 -0.25
O 5.26212 -4.53930 -1.68988 -0.52
S 4.90849 -5.97482 -1.86579 1.11
O 4.25513 -6.41518 -3.09381 -0.57
O 6.29488 -6.87151 -1.65304 -0.33
C 7.37527 -6.35750 -0.78185 0.16
C 8.83957 -6.91064 -0.96326 -1.32
C 3.95698 -6.52804 -0.32262 -0.60
H 7.21378 -6.38452 0.29578 0.22
H 7.44827 -5.28950 -0.98714 0.12
H 9.24652 -7.19685 -1.93308 0.36
H 9.00590 -7.72652 -0.25986 0.32
H 9.56464 -6.14274 -0.69362 0.37
H 3.88666 -7.60577 -0.46978 0.45
H 2.92901 -6.16681 -0.29281 0.01
H 4.58218 -6.32996 0.54800 0.25
O 0.32521 -6.34683 -6.88779 -0.67
S 0.67032 -5.15645 -6.06673 1.18
O 0.81611 -3.89133 -6.74022 -0.62
O -0.40141 -5.06588 -4.86415 -0.26
C -0.77463 -3.75075 -4.51900 -0.60
C -1.85128 -3.84108 -3.32384 -0.05
C 2.19659 -5.65716 -5.07509 -0.74
H -1.15436 -3.11278 -5.31705 0.59
H 0.05578 -3.16333 -4.12725 0.30
H -1.71954 -4.79796 -2.81876 -0.44
H -2.86552 -3.79016 -3.71987 0.50
H -1.86107 -3.02258 -2.60407 0.01
H 3.04197 -5.25367 -5.63242 0.52
H 2.06602 -6.71186 -4.83293 0.23
H 2.17488 -5.07533 -4.15362 0.10
C 2.52109 -0.33642 5.49045 -1.18
S 2.84198 -0.02717 3.72703 0.90
O 2.54503 1.44624 3.51384 -0.52
C 4.72068 -0.04672 3.82578 -0.60
H 2.73293 0.65226 5.89756 0.31
H 3.08305 -1.11113 6.01208 0.39
H 1.43531 -0.38429 5.57349 0.26
H 4.97974 0.91044 4.27837 0.32
H 5.16574 -0.20333 2.84318 -0.24
H 5.04791 -0.84762 4.48878 0.31
C -1.20058 1.62042 4.71049 -0.10
S -2.71575 0.97640 5.58058 0.31
O -3.61729 2.21556 5.57015 -0.60
C -3.51356 -0.06940 4.19622 -0.73
H -0.96224 0.79938 4.03435 -0.31
H -0.37841 1.62167 5.42612 0.41
H -1.23897 2.47620 4.03648 0.23
H -4.58479 -0.22767 4.32080 0.52
H -2.98120 -1.01063 4.05923 0.34
H -3.38970 0.54710 3.30589 0.00
C 5.70949 4.03754 2.28110 -1.04
S 5.37660 4.71888 0.59005 0.69
O 4.24882 5.69947 0.75549 -0.63
C 6.88701 5.58790 0.21405 -1.10
H 5.35329 4.80281 2.97072 0.41
H 6.78028 3.89740 2.42898 0.63
H 5.23822 3.06300 2.40870 0.02
H 7.60992 4.79711 0.01362 0.33
H 7.24028 6.35086 0.90772 0.34
H 6.98804 6.13255 -0.72470 0.36
C 0.37348 -7.47363 -0.16955 -0.75
S -0.18711 -6.88062 -1.75824 0.71
O 0.69532 -5.68589 -2.06182 -0.54
C 0.44746 -8.34511 -2.71263 -1.16
H 0.22261 -6.78179 0.65913 -0.11
H 1.41783 -7.78283 -0.21248 0.26
H -0.17591 -8.37095 0.11518 0.49
H 0.35669 -8.04664 -3.75704 0.28
H -0.29609 -9.05231 -2.34509 0.41
H 1.47106 -8.61509 -2.45287 0.36
C 1.95010 4.94375 2.65006 -0.06
S 1.88703 5.29940 4.44125 0.35
O 0.47504 4.92932 4.83302 -0.55
C 2.97500 3.98281 5.18169 -0.36
H 2.76668 4.30321 2.31688 -0.12
H 2.09799 5.76070 1.94379 0.53
H 1.03652 4.48897 2.26713 -0.32
H 3.91577 3.84058 4.64988 0.10
H 2.48725 3.04221 5.43757 -0.19
H 3.23799 4.60965 6.03374 0.53
C -6.88479 -2.97181 1.13975 -0.57
S -6.29608 -1.92163 -0.24953 0.24
O -5.14857 -2.62654 -1.02599 -0.50
C -5.36890 -0.73544 0.87153 -0.64
H -7.95353 -2.91505 1.34637 0.38
H -6.38529 -2.58629 2.02856 0.18
H -6.50061 -3.97948 0.98132 0.10
H -6.06653 -0.19383 1.51035 0.66
H -4.72850 -0.06050 0.30368 -0.05
H -4.73025 -1.11829 1.66756 0.16
C -5.20246 -0.17369 -3.59696 -0.51
S -3.38720 -0.21897 -3.94616 0.64
O -3.34343 0.71331 -5.16707 -0.67
C -3.07325 0.90764 -2.47553 1.04
H -5.52605 0.85204 -3.42012 0.14
H -5.48552 -0.63735 -2.65197 -0.06
H -5.72112 -0.64313 -4.43286 0.45
H -2.00393 1.11429 -2.51986 -0.66
H -3.35969 0.15941 -1.73648 -0.14
H -3.67833 1.81423 -2.46846 0.00
```

* E_tot: -12787.98883 a.u.
* HOMO-LUMO gap: 7.95 eV